(1)
Molecular formula: C16H18BrN4O7Pt
Method: DFT, ωB97M-V/def2-TZVPD

The value obtained for the orbital gap is 7.655 eV. For the relative energy (zero: lowest compared OMol25 entry of this formula, charge and spin), the calculation gives 0.000 eV. As for the maximum force: 0.11 eV Å⁻¹. The HOMO energy is -11.558 eV.

Geometry as ORCA input:
```
! wB97M-V def2-TZVPD RIJCOSX def2/J DEFGRID3
* xyz 1 1
Pt -0.127 0.745 0.988
Br 1.160 5.401 -3.520
O 2.781 1.601 0.903
O 0.325 -2.141 0.074
O -1.797 1.723 1.676
O -0.492 -0.556 2.609
O -3.165 2.980 0.414
O 0.629 -1.375 -2.905
O -0.732 -3.246 -2.781
N -2.920 -0.602 0.691
N 2.576 -2.269 -0.107
N 0.207 2.110 -0.418
N 1.537 -0.251 0.476
C 0.772 4.069 -2.263
C -1.511 -1.568 2.550
C 3.804 -1.654 -0.046
C 2.455 -3.690 -0.415
C 0.675 1.781 -1.632
C 2.760 0.429 0.577
C -2.342 -1.255 -0.235
C 1.423 -1.564 0.146
C 3.939 -0.362 0.269
C 0.290 4.410 -1.011
C 0.017 3.402 -0.112
C -2.774 1.925 0.841
C -3.594 0.677 0.420
C -2.868 -1.051 2.104
C 0.965 2.733 -2.583
C -0.044 -2.318 -2.838
H 0.822 0.730 -1.825
H -1.628 -1.997 3.545
H -3.817 0.740 -0.642
H -2.390 -0.863 -1.243
H 4.905 0.114 0.320
H -1.808 -2.172 -0.038
H 3.451 -4.093 -0.574
H -4.534 0.687 0.971
H 0.125 5.439 -0.730
H -1.107 -2.331 1.889
H 4.648 -2.291 -0.270
H -0.374 3.611 0.872
H 1.860 -3.843 -1.313
H -0.639 0.020 3.373
H -3.173 -0.202 2.711
H 1.976 -4.218 0.407
H -3.604 -1.848 2.225
H 1.340 2.433 -3.550
*
```



(2)
Molecular formula: C16H18ClN3O2S
Method: DFT, ωB97M-V/def2-TZVPD

The value obtained for the orbital gap is 9.156 eV. For the relative energy (zero: lowest compared OMol25 entry of this formula, charge and spin), the calculation gives 0.560 eV. As for the maximum force: 0.88 eV Å⁻¹. The HOMO energy is -9.174 eV.

Geometry as ORCA input:
```
! wB97M-V def2-TZVPD RIJCOSX def2/J DEFGRID3
* xyz 0 1
Cl 0.326 5.889 2.755
S -2.389 -4.091 2.236
O -2.978 -1.611 -1.670
O 3.234 0.812 0.207
N -0.756 -1.853 -1.385
N -3.647 -4.429 1.273
N -1.632 -3.088 1.211
C 1.573 -1.371 -0.824
C -2.038 -2.090 -1.052
C -2.336 -2.987 0.098
C 0.307 0.262 0.610
C 2.292 1.020 -0.810
C 1.070 0.077 -0.733
C 0.304 4.271 2.145
C 1.073 2.012 2.239
C 0.157 0.346 -1.947
C -0.517 3.949 1.076
C -0.469 -0.951 -2.479
C 1.092 3.301 2.740
C 0.284 1.668 1.144
C 0.422 -2.376 -0.722
C -0.525 2.655 0.589
C -3.517 -3.768 0.151
H 0.717 -3.322 -1.195
H 2.830 0.829 -1.743
H 1.947 2.063 -0.820
H 1.664 1.255 2.736
H 0.211 -1.454 -3.172
H 0.730 0.811 -2.751
H -1.188 2.416 -0.228
H 2.296 -1.561 -0.030
H -0.718 -0.084 0.475
H 1.710 3.550 3.589
H 0.775 -0.379 1.360
H -0.635 1.038 -1.669
H -4.255 -3.844 -0.625
H 0.180 -2.575 0.321
H -1.406 -0.742 -2.996
H -1.148 4.704 0.634
H 2.098 -1.492 -1.773
H 2.865 1.138 1.035
*
```



(3)
Molecular formula: C16H18F4NPPtS
Method: DFT, ωB97M-V/def2-TZVPD

The value obtained for the orbital gap is 8.010 eV. For the relative energy (zero: lowest compared OMol25 entry of this formula, charge and spin), the calculation gives 0.447 eV. As for the maximum force: 0.56 eV Å⁻¹. The HOMO energy is -7.748 eV.

Geometry as ORCA input:
```
! wB97M-V def2-TZVPD RIJCOSX def2/J DEFGRID3
* xyz 0 1
Pt 0.606 -0.355 0.438
S 1.571 1.802 1.091
P 0.468 -2.540 0.585
F 2.568 3.258 3.839
F 0.952 4.390 2.953
F -3.434 2.360 -3.245
F 0.972 4.017 5.080
N -0.051 0.290 2.347
C -1.153 0.585 4.424
C 1.128 -0.477 -1.554
C -2.318 1.682 -2.890
C -1.221 2.389 -2.437
C 0.629 1.450 2.494
C 1.243 3.466 3.880
C 1.130 -3.071 2.195
C -0.932 -0.116 3.259
C -0.421 1.751 4.631
C -2.304 0.310 -3.002
C -1.174 -3.333 0.539
C 0.468 2.194 3.676
C -0.025 0.292 -2.129
C 1.400 -3.590 -0.569
C -0.089 1.688 -2.066
C -1.152 -0.367 -2.624
H -1.122 -1.447 -2.727
H -3.172 -0.209 -3.384
H 1.154 -1.469 -1.996
H -1.871 0.234 5.150
H -0.556 2.325 5.538
H 1.100 -4.159 2.280
H 2.444 -3.277 -0.598
H -1.109 -4.406 0.726
H -1.463 -1.034 3.035
H 0.777 2.239 -1.721
H -1.620 -3.161 -0.441
H 0.988 -3.503 -1.572
H -1.827 -2.882 1.286
H 2.084 0.020 -1.722
H 0.543 -2.631 3.001
H -1.264 3.468 -2.378
H 1.344 -4.632 -0.252
H 2.156 -2.722 2.299
*
```



(4)
Molecular formula: C16H18F6N2PPtS2
Method: DFT, ωB97M-V/def2-TZVPD

The value obtained for the orbital gap (spin up / spin down) is 7.255 / 6.322 eV. For the relative energy (zero: lowest compared OMol25 entry of this formula, charge and spin), the calculation gives 0.311 eV. As for the maximum force: 0.46 eV Å⁻¹. The HOMO energy (spin up / spin down) is -8.161 / -8.089 eV.

Geometry as ORCA input:
```
! wB97M-V def2-TZVPD RIJCOSX def2/J DEFGRID3
* xyz 0 2
Pt 0.655 -0.428 -0.403
S 2.709 -1.381 -0.333
S -0.782 -2.284 -0.720
P 0.677 -0.564 -4.237
F 0.815 -0.050 -2.560
F 1.055 0.949 -4.605
F 2.226 -0.946 -4.168
F 0.529 -0.988 -5.753
F -0.879 -0.128 -4.123
F 0.290 -2.018 -3.695
N -1.123 0.770 -0.365
N 0.855 -0.001 1.606
C 4.525 -0.632 1.593
C -3.436 -2.039 -1.240
C -0.906 1.921 -1.278
C 2.656 0.674 3.172
C 4.915 -0.009 2.764
C -2.262 -1.356 -0.909
C -2.336 0.024 -0.724
C 0.187 -1.039 2.439
C -1.216 1.241 1.056
C 0.152 1.313 1.718
C -4.637 -1.370 -1.371
C 3.986 0.652 3.558
C 2.274 0.060 1.990
C 3.193 -0.606 1.179
C -4.701 0.002 -1.163
C -3.547 0.692 -0.839
H -5.530 -1.921 -1.638
H -3.384 -3.108 -1.401
H 5.252 -1.139 0.971
H 0.177 -0.709 3.481
H -1.703 2.656 -1.160
H 5.955 -0.034 3.060
H -1.679 2.230 1.088
H -5.639 0.530 -1.264
H 1.924 1.171 3.796
H 0.788 2.059 1.240
H 4.294 1.141 4.471
H -0.877 1.560 -2.301
H -1.868 0.556 1.593
H 0.755 -1.960 2.346
H -0.822 -1.222 2.079
H 0.051 2.385 -1.037
H -3.594 1.763 -0.684
H 0.029 1.582 2.770
*
```



(5)
Molecular formula: C16H18F6N6O4Pr
Method: DFT, ωB97M-V/def2-TZVPD

The value obtained for the orbital gap (spin up / spin down) is 9.578 / 9.597 eV. As for the maximum force: 1.41 eV Å⁻¹. The HOMO energy (spin up / spin down) is -12.739 / -12.741 eV.

Geometry as ORCA input:
```
! wB97M-V def2-TZVPD RIJCOSX def2/J DEFGRID3
* xyz 1 3
Pr 0.267 -0.562 0.131
F 1.420 -2.749 -3.416
F 2.465 -3.483 -1.667
F 1.819 -0.004 -4.015
F 0.204 -0.298 -2.582
F 0.526 -2.565 -1.438
F 1.727 1.173 -2.204
O 0.607 -2.095 1.782
O 2.313 -0.816 -0.567
O -1.871 -2.351 0.193
O -1.003 -0.658 2.106
N 0.834 1.735 0.825
N 2.422 3.497 1.131
N 0.169 3.990 0.484
N 1.743 5.635 0.694
N 2.977 1.388 1.678
N -1.595 1.086 -0.431
C -0.050 2.705 0.501
C -2.514 3.146 0.331
C 1.455 4.333 0.775
C -1.453 2.289 0.125
C -1.662 -2.893 1.558
C 2.048 2.217 1.194
C 1.722 -2.497 -2.145
C 3.801 -1.151 -2.462
C -3.781 2.720 -0.038
C -2.814 0.693 -0.808
C -2.934 -2.788 2.361
C 2.385 -1.117 -1.941
C -3.937 1.474 -0.626
C -0.627 -1.849 1.990
C -1.113 -4.293 1.490
C 1.553 -0.044 -2.722
H -0.788 -4.610 2.482
H 3.854 -1.435 -3.512
H 2.922 0.387 1.661
H -2.888 -0.275 -1.286
H 4.383 -1.854 -1.871
H 3.880 1.790 1.867
H -4.641 3.357 0.123
H -2.336 4.117 0.769
H 4.239 -0.159 -2.347
H 1.027 6.287 0.427
H -2.815 -3.254 3.340
H -1.891 -4.990 1.171
H -2.570 -2.838 -0.245
H -3.242 -1.754 2.496
H 2.664 5.962 0.923
H -0.267 -4.374 0.813
H -3.733 -3.334 1.851
H -4.902 1.108 -0.948
*
```